Record 1
Entry from the OMol25 dataset: a single C41H48N4O2 molecule at a distorted geometry (ωB97M-V/def2-TZVPD).

```
95
Properties=species:S:1:pos:R:3:forces:R:3
C 6.455502 2.834643 0.488207 -0.30 -0.62 0.30
O 5.988437 1.494909 0.757821 -0.22 0.26 0.13
C 4.656051 1.239237 0.697945 -0.56 0.07 -0.69
C 3.690505 2.241914 0.458442 0.54 -0.61 -0.10
C 2.388205 1.867859 0.190132 -0.57 -0.70 0.10
C 1.959535 0.527599 0.233153 1.50 0.35 -0.03
C 0.558242 0.244188 -0.056749 1.26 -1.65 -1.22
N 0.176295 -0.831976 -0.855963 -2.25 1.42 0.65
C 0.969859 -1.750067 -1.606060 0.28 -0.74 -0.62
C 0.737112 -3.114172 -1.399328 0.30 -0.24 0.56
C -0.425016 -3.640613 -0.565137 -0.18 0.33 0.08
C 0.071107 -4.097458 0.799154 0.18 -0.07 0.18
C -1.200427 -4.730820 -1.297730 0.08 0.01 -0.13
C 1.677227 -4.017717 -1.896537 0.12 0.07 -0.45
C 2.751210 -3.567035 -2.666615 -0.05 -0.14 0.02
C 2.852407 -2.217032 -3.008470 -0.27 -0.20 -0.16
C 1.919393 -1.290807 -2.545270 -0.17 0.23 0.14
C 1.895055 0.118722 -3.148744 0.09 0.01 0.55
C 1.273870 0.107344 -4.549398 -0.13 -0.22 -0.03
C 3.291355 0.737742 -3.199455 0.12 0.15 0.08
N -1.158875 -0.887928 -0.971065 0.60 1.76 -0.22
N -1.618716 0.209177 -0.343971 1.88 -1.09 -0.49
C -3.042975 0.457642 -0.434270 -1.13 -0.58 -0.51
C -3.908130 -0.284242 0.401547 0.24 0.04 0.38
C -3.345658 -1.278148 1.420355 0.13 -0.06 -0.07
C -4.251604 -2.478398 1.701690 -0.05 -0.08 -0.29
C -2.983941 -0.608175 2.735902 0.30 0.40 0.21
C -5.285223 -0.116303 0.249434 0.05 0.04 -0.04
C -5.810283 0.668073 -0.773717 0.19 0.13 0.13
C -4.948338 1.281068 -1.672943 0.00 -0.06 0.26
C -3.561030 1.162720 -1.540804 0.25 0.09 -0.12
C -2.703628 1.709548 -2.684321 0.06 -0.04 0.28
C -2.740836 3.233710 -2.765596 0.12 0.20 0.14
C -3.183860 1.138440 -4.022603 0.02 -0.26 -0.03
C -0.574681 0.922296 0.231085 -1.79 0.20 0.01
C -0.787967 2.178344 0.963682 -0.09 0.90 -0.66
C 2.946050 -0.473617 0.479982 -0.99 0.42 0.11
C 4.260286 -0.126003 0.722323 0.43 0.83 -0.09
H 7.533461 2.736446 0.601434 -0.08 0.28 -0.06
H 6.197883 3.149989 -0.533354 0.02 -0.13 0.25
H 6.048599 3.548124 1.219253 0.17 -0.18 -0.19
H 3.949452 3.293554 0.407786 0.08 -0.19 0.02
H 1.662086 2.625438 -0.096567 0.31 -0.07 0.18
H -1.137151 -2.825385 -0.421415 0.22 -0.38 0.09
H 0.611327 -3.283364 1.300646 -0.06 -0.22 -0.01
H -0.758361 -4.405601 1.447725 0.14 0.03 -0.16
H 0.753600 -4.947782 0.672633 -0.07 0.13 0.19
H -1.571102 -4.342395 -2.252817 0.04 -0.18 0.09
H -0.564200 -5.601250 -1.488547 -0.22 0.01 -0.02
H -2.061540 -5.044260 -0.697279 0.17 0.00 -0.08
H 1.542639 -5.085260 -1.688027 0.15 0.46 -0.15
H 3.482085 -4.283625 -3.056901 -0.26 0.30 0.22
H 3.634547 -1.876810 -3.692337 -0.28 -0.21 0.24
H 1.267482 0.757592 -2.515300 0.08 -0.09 -0.04
H 0.250010 -0.284137 -4.528014 0.15 0.02 -0.03
H 1.239427 1.124671 -4.956920 0.05 -0.16 0.07
H 1.869015 -0.520425 -5.227347 -0.15 0.15 0.12
H 3.803264 0.646051 -2.235694 -0.05 0.00 -0.12
H 3.896014 0.246976 -3.971542 -0.02 0.15 0.14
H 3.227269 1.806039 -3.445452 0.01 -0.25 -0.02
H -2.410673 -1.654426 0.975582 -0.27 -0.07 0.20
H -4.570939 -2.967137 0.775588 -0.07 0.02 0.10
H -3.707292 -3.220120 2.299607 -0.08 0.22 -0.08
H -5.138633 -2.181601 2.274764 0.15 -0.08 -0.12
H -2.322072 0.242644 2.568384 -0.10 -0.07 0.23
H -3.870063 -0.217553 3.253431 0.12 -0.11 -0.15
H -2.467693 -1.308349 3.406211 -0.16 0.11 -0.16
H -5.958799 -0.623670 0.937566 0.17 0.04 -0.21
H -6.889907 0.785873 -0.881894 0.32 -0.07 0.04
H -5.355218 1.841011 -2.515070 0.11 -0.14 0.26
H -1.668723 1.388162 -2.505876 -0.10 0.08 -0.13
H -2.402496 3.699087 -1.833196 -0.10 -0.03 -0.14
H -2.091334 3.578926 -3.578983 -0.11 -0.03 0.14
H -3.759460 3.579479 -2.982060 0.19 -0.02 0.10
H -3.191639 0.043306 -4.002336 -0.04 0.14 -0.05
H -4.202023 1.488735 -4.235578 0.26 -0.13 -0.04
H -2.540062 1.465236 -4.847050 -0.05 -0.02 0.18
H -1.765566 2.586686 0.676344 0.22 -0.02 0.16
H -0.002536 2.905240 0.701930 -0.49 -0.26 -0.11
H 2.656745 -1.530460 0.481449 0.14 0.40 0.06
H 5.038606 -0.874629 0.877087 -0.30 0.17 -0.02
C 1.717336 1.730545 6.961058 0.07 0.17 0.05
C 2.290651 0.825359 6.053751 -0.20 0.27 0.21
C 1.843506 0.772298 4.741846 -0.69 0.46 -0.61
C 0.780490 1.615930 4.267578 0.36 0.08 1.90
N 0.426148 1.551426 2.955975 -0.77 0.53 -2.42
C -0.728548 2.063742 2.467254 0.63 -1.21 3.34
O -1.747499 2.354973 3.129494 0.14 0.43 -0.92
C 0.236239 2.538533 5.218606 0.12 -0.30 -0.55
C 0.712199 2.605645 6.522109 0.38 -0.40 -0.07
H 2.068858 1.784654 7.998103 -0.09 -0.06 -0.45
H 3.110810 0.173453 6.372834 -0.33 0.20 -0.08
H 2.301904 0.099050 4.010051 -0.13 0.17 0.27
H -0.563789 3.198186 4.885345 0.24 -0.19 0.16
H 0.309131 3.360496 7.202017 0.05 -0.30 -0.15
```
Positions in Å, forces in eV/Å.

* LUMO energy: -0.0204 hartree
* total charge: 0
* molar mass: 628.86 g mol⁻¹
* total energy: -53349.85088 eV

Record 2
Entry from the OMol25 dataset: a molecular structure, C41H48N4OPSSi2W at a distorted geometry (ωB97M-V/def2-TZVPD).

```
99
Properties=species:S:1:pos:R:3:forces:R:3
W 0.278736 -0.549328 0.168491 0.73 -0.72 -0.39
C -0.378713 2.993717 -2.310362 -0.28 -0.69 0.37
Si -1.669993 1.635019 -1.982234 -0.38 1.11 -0.89
C -2.089704 0.992091 -3.730321 0.06 0.08 0.77
C -3.186882 2.611067 -1.314889 0.46 -0.49 -0.17
N -1.171904 0.268174 -0.995148 0.17 -0.29 0.43
C -1.983210 -0.852078 -1.227726 -0.46 -0.46 -0.76
C -3.358368 -0.738801 -1.430079 0.05 -0.29 0.04
C -4.089527 -1.779986 -1.970120 0.03 0.07 -0.19
C -3.435968 -2.937458 -2.358008 0.04 -0.04 -0.10
C -2.093169 -3.108056 -2.075414 0.04 0.10 0.01
C -1.361975 -2.126872 -1.403783 -0.65 0.24 -0.10
N -0.078285 -2.264769 -0.913848 0.27 0.09 0.01
Si 0.898360 -3.676177 -1.276586 0.93 -0.73 -0.12
C -0.036588 -5.338072 -1.010406 0.20 0.65 -0.20
C 1.616012 -3.548268 -3.054514 -0.47 -0.08 0.67
C 2.407299 -3.879634 -0.104769 -0.67 0.29 -0.39
H -0.909373 3.801980 -2.802176 -0.26 0.13 -0.13
H 0.417162 2.675881 -2.972228 0.14 -0.09 -0.14
H 0.063396 3.401313 -1.412110 0.05 0.18 0.00
H -2.180854 1.833668 -4.408412 0.00 0.25 -0.12
H -3.024578 0.444957 -3.748456 -0.18 -0.10 -0.05
H -1.320509 0.332095 -4.120063 0.22 -0.11 -0.01
H -2.963785 3.672920 -1.310101 0.10 0.22 0.02
H -3.495011 2.348604 -0.308132 0.03 -0.11 0.15
H -4.041055 2.467715 -1.969631 -0.18 -0.07 -0.18
H -3.845415 0.191470 -1.183257 -0.07 0.15 -0.04
H -5.148600 -1.659515 -2.137441 -0.13 -0.01 -0.07
H -3.968891 -3.722325 -2.868490 -0.12 -0.13 -0.11
H -1.590537 -4.004938 -2.390176 -0.01 -0.26 -0.02
H -1.002044 -5.211910 -0.526547 -0.08 0.04 0.08
H 0.562290 -6.001738 -0.392570 0.14 -0.03 0.09
H -0.212380 -5.850054 -1.952746 -0.07 -0.06 -0.17
H 1.142915 -2.759087 -3.631504 -0.13 0.15 -0.05
H 1.485063 -4.477500 -3.599632 -0.04 -0.21 -0.10
H 2.683169 -3.349488 -3.024822 0.19 0.08 0.08
H 2.133731 -4.393836 0.812788 -0.06 -0.01 0.11
H 2.911440 -2.957841 0.163091 0.07 0.05 0.09
H 3.128227 -4.514490 -0.612907 0.09 -0.15 -0.20
C -2.773465 4.456101 1.971643 -0.07 -0.02 0.02
C -1.702577 5.075961 1.351544 0.01 0.10 0.00
C -0.599763 4.338683 0.951903 0.12 -0.14 -0.03
C -0.573670 2.968586 1.177136 -0.07 -0.31 -0.17
C -1.654801 2.347417 1.800949 0.13 -0.10 0.03
C -2.749470 3.088633 2.200590 0.05 0.08 0.06
P 0.791798 1.816183 0.795198 0.66 1.26 0.96
C 2.066478 2.754201 -0.134656 -0.06 -0.43 -0.13
C 2.444045 2.270675 -1.385866 -0.17 -0.05 0.06
C 3.389501 2.937732 -2.142720 0.06 0.02 -0.09
C 3.960411 4.106219 -1.665885 0.03 -0.13 0.00
C 3.617170 4.574853 -0.409379 0.01 0.11 -0.02
C 2.686520 3.897647 0.357914 -0.07 -0.01 -0.01
C 1.593280 1.689346 2.433672 0.00 0.11 0.10
C 1.885129 2.736996 3.274291 -0.23 -0.34 -0.31
C 2.575838 2.501545 4.469594 0.20 -0.12 0.27
C 2.954807 1.234384 4.822125 -0.05 0.17 0.02
C 2.607059 0.128695 4.019368 -0.08 0.02 -0.36
C 2.883891 -1.204095 4.390545 -0.16 -0.27 -0.14
C 2.379881 -2.237417 3.645995 0.24 0.06 0.28
C 1.621990 -1.988664 2.491273 -0.24 0.28 -0.49
C 1.411027 -0.708188 1.992550 -0.14 -0.55 1.04
C 1.902866 0.358200 2.807035 -0.06 0.20 -0.04
H -3.630768 5.036516 2.272732 -0.10 0.10 0.05
H -1.718228 6.141692 1.179484 -0.03 0.09 -0.02
H 0.227125 4.833888 0.461708 0.03 0.03 -0.04
H -1.612829 1.272695 1.965817 -0.12 0.20 0.03
H -3.583773 2.609499 2.693050 -0.07 -0.04 0.06
H 1.945842 1.390465 -1.776993 0.13 0.15 -0.04
H 3.665379 2.564238 -3.117973 -0.01 -0.04 -0.11
H 4.670591 4.643541 -2.273239 0.12 0.08 -0.05
H 4.067448 5.479223 -0.030378 0.05 0.08 0.06
H 2.442650 4.273711 1.336149 0.00 0.08 0.07
H 1.561184 3.739125 3.042245 -0.06 0.12 0.00
H 2.807593 3.332227 5.117679 0.02 0.09 0.09
H 3.482516 1.060533 5.748988 0.07 0.00 0.07
H 3.445189 -1.400911 5.289904 0.07 -0.01 0.17
H 2.527244 -3.257954 3.967658 0.07 -0.09 0.03
H 1.162356 -2.834590 1.986489 0.09 0.10 0.10
S -1.432916 -1.276215 1.974088 0.43 0.26 0.29
C -2.913314 -1.972374 1.433158 -0.38 0.95 -0.08
N -4.049229 -1.208240 1.497444 0.06 -1.23 -0.29
C -5.253809 -1.667685 1.069497 0.26 0.23 0.35
C -5.377077 -2.941153 0.608817 0.40 -0.55 0.03
C -4.245382 -3.784410 0.591779 -0.17 0.74 0.28
C -3.026014 -3.288097 0.999681 -0.36 -0.28 -0.13
H -3.955193 -0.269928 1.860537 0.09 0.06 -0.08
H -6.079431 -0.976443 1.111074 -0.04 0.09 0.06
H -6.321688 -3.304067 0.246373 -0.21 0.04 0.02
H -4.333451 -4.806132 0.260821 -0.02 -0.11 -0.10
H -2.132960 -3.894394 0.980785 0.02 0.05 0.02
C 4.264005 -0.813660 -1.993908 -0.26 -0.07 -0.04
C 3.412590 -0.710724 -0.762844 0.45 0.44 0.98
N 4.040984 -0.610437 0.421993 -0.48 -0.19 -0.74
O 2.166998 -0.674677 -0.855349 -0.05 -0.15 -0.24
H 4.948717 -1.654727 -1.913223 0.07 -0.06 0.04
H 4.846231 0.097009 -2.120660 0.05 0.08 0.08
H 3.631511 -0.950177 -2.866585 -0.04 -0.01 0.04
H 5.040695 -0.686906 0.482156 0.06 0.01 -0.08
H 3.500789 -0.602607 1.281462 -0.01 0.05 -0.12
```
Positions in Å, forces in eV/Å.

* LUMO energy (spin up / spin down): -0.1114 / -0.1074 hartree
* energy above the lowest of the compared OMol25 structures with the same formula, charge and spin: 20.7 kcal per mole
* total charge: +1
* molar mass: 915.92 g mol⁻¹
* total energy: -89008.34593 eV
* 2S+1: 3